{"formula": "C43H30O9P2", "method": "ωB97M-V with the def2-TZVPD basis set", "symbols": ["O", "C", "C", "C", "C", "C", "C", "C", "C", "O", "C", "C", "C", "C", "C", "C", "H", "H", "H", "H", "H", "H", "H", "H", "O", "C", "C", "C", "C", "C", "C", "C", "C", "O", "C", "C", "C", "C", "C", "C", "H", "H", "H", "H", "H", "H", "H", "H", "O", "C", "C", "C", "C", "C", "C", "C", "C", "O", "C", "C", "C", "C", "C", "C", "H", "H", "H", "H", "H", "H", "H", "H", "O", "P", "O", "O", "C", "P", "H", "H", "H", "H", "H", "H"], "xyz": [[-3.5175, 6.1804, 0.6169], [-3.0411, 5.2429, 0.0072], [-1.5886, 4.9474, 0.0870], [-0.7713, 5.7421, 0.8859], [0.5808, 5.4526, 0.9989], [1.1220, 4.3675, 0.3156], [0.3151, 3.5830, -0.4949], [-1.0412, 3.8730, -0.6168], [-1.8915, 3.0373, -1.5002], [-1.4087, 2.1337, -2.1566], [-3.3456, 3.3194, -1.5642], [-4.1615, 2.5207, -2.3608], [-5.5275, 2.7544, -2.4041], [-6.0842, 3.7852, -1.6523], [-5.2733, 4.5918, -0.8677], [-3.9007, 4.3650, -0.8247], [-1.1887, 6.5832, 1.4233], [1.2135, 6.0685, 1.6251], [2.1745, 4.1354, 0.4149], [0.7393, 2.7436, -1.0290], [-3.7309, 1.7159, -2.9422], [-6.1612, 2.1303, -3.0211], [-7.1521, 3.9603, -1.6804], [-5.7081, 5.3942, -0.2872], [3.0533, -10.0149, -3.0301], [2.2757, -9.2819, -3.6121], [0.9483, -9.7845, -4.0488], [0.5884, -11.0996, -3.7680], [-0.6630, -11.5687, -4.1372], [-1.5611, -10.7270, -4.7870], [-1.2009, -9.4212, -5.0835], [0.0566, -8.9474, -4.7208], [0.4368, -7.5526, -5.0597], [-0.3220, -6.8427, -5.6922], [1.7541, -7.0441, -4.6062], [2.1112, -5.7280, -4.8846], [3.3258, -5.2304, -4.4380], [4.1880, -6.0476, -3.7114], [3.8433, -7.3650, -3.4425], [2.6278, -7.8697, -3.8929], [1.2833, -11.7534, -3.2584], [-0.9425, -12.5906, -3.9143], [-2.5422, -11.0912, -5.0640], [-1.8980, -8.7698, -5.5932], [1.4420, -5.0899, -5.4436], [3.5973, -4.2122, -4.6516], [5.1328, -5.6560, -3.3547], [4.5174, -7.9974, -2.8801], [1.7811, 5.0056, 4.5338], [1.1629, 4.9674, 5.5809], [-0.2350, 4.4706, 5.6172], [-0.8344, 4.0248, 4.4423], [-2.1266, 3.5231, 4.4717], [-2.8258, 3.4628, 5.6736], [-2.2393, 3.9211, 6.8437], [-0.9450, 4.4318, 6.8187], [-0.3351, 4.9354, 8.0741], [-0.9717, 4.9513, 9.1095], [1.0693, 5.4130, 8.0414], [1.6684, 5.8554, 9.2173], [2.9902, 6.2740, 9.2056], [3.7195, 6.2523, 8.0203], [3.1228, 5.8252, 6.8436], [1.7944, 5.4089, 6.8489], [-0.2948, 4.0645, 3.5051], [-2.5894, 3.1736, 3.5574], [-3.8301, 3.0598, 5.6967], [-2.7863, 3.8785, 7.7759], [1.1045, 5.8686, 10.1403], [3.4554, 6.6142, 10.1219], [4.7540, 6.5709, 8.0148], [3.6908, 5.8124, 5.9232], [2.0203, -2.7704, -4.3619], [2.1058, -1.5056, -3.5365], [2.5566, -0.2449, -4.5486], [3.2695, -1.5888, -2.3524], [0.4546, -0.9713, -2.8732], [-0.8044, -1.2221, -4.2630], [3.5063, -0.2535, -4.6412], [4.0956, -1.7090, -2.8224], [0.5427, 0.1073, -2.6676], [0.1720, -1.5106, -1.9647], [-0.2598, -0.4577, -5.3428], [-0.6703, -2.6045, -4.5996]], "forces_ev_per_a": [[0.0, -0.1, 0.0], [-0.2, 0.5, 0.3], [0.2, -0.1, 0.0], [0.2, 0.0, 0.1], [-0.1, 0.0, -0.1], [-0.1, 0.0, 0.0], [0.1, 0.1, 0.1], [0.1, 0.1, 0.1], [0.2, -0.4, -0.3], [0.0, 0.0, 0.1], [-0.2, 0.1, 0.0], [-0.2, 0.0, 0.0], [0.1, 0.1, 0.1], [0.1, 0.0, 0.0], [-0.2, -0.1, -0.1], [-0.1, -0.2, -0.1], [-0.1, -0.1, -0.1], [0.0, 0.0, 0.0], [0.0, 0.0, 0.0], [-0.1, 0.0, -0.1], [0.1, 0.0, 0.1], [0.0, 0.0, 0.0], [0.0, 0.0, 0.0], [0.1, 0.0, 0.0], [-0.1, 0.1, -0.1], [0.4, -0.3, 0.3], [-0.2, -0.1, -0.1], [-0.2, -0.1, 0.0], [0.1, 0.1, 0.0], [0.1, 0.1, 0.0], [-0.1, -0.2, 0.0], [0.0, -0.2, 0.1], [-0.3, 0.4, -0.3], [0.1, -0.1, 0.1], [0.2, 0.1, 0.1], [0.1, 0.0, 0.0], [0.3, -0.5, 0.1], [-0.2, -0.1, -0.1], [0.1, 0.2, 0.0], [0.0, 0.2, 0.0], [0.1, 0.1, 0.0], [0.0, 0.0, 0.0], [0.0, 0.0, 0.0], [0.1, 0.1, 0.0], [-0.1, 0.0, 0.1], [-0.1, 0.0, 0.0], [0.0, 0.0, 0.0], [-0.1, -0.1, 0.0], [0.0, 0.0, 0.1], [0.3, 0.0, -0.5], [-0.2, -0.1, 0.0], [-0.2, -0.1, -0.1], [0.1, 0.0, 0.1], [0.1, 0.1, 0.0], [-0.1, -0.1, -0.1], [0.0, -0.1, -0.2], [-0.3, 0.0, 0.5], [0.1, 0.0, -0.1], [0.2, 0.1, 0.0], [0.2, 0.1, 0.0], [-0.1, 0.0, -0.1], [-0.1, 0.0, 0.0], [0.1, 0.1, 0.1], [0.1, 0.0, 0.2], [0.1, 0.0, 0.1], [0.0, 0.0, 0.0], [0.0, 0.0, 0.0], [0.1, 0.1, 0.1], [-0.1, -0.1, -0.1], [0.0, 0.0, 0.0], [0.0, 0.0, 0.0], [-0.1, 0.0, -0.1], [0.2, 2.1, 1.7], [-0.2, -1.4, -1.9], [-0.9, -1.0, 1.8], [-1.7, 0.7, -1.1], [1.7, 0.1, -1.1], [-1.2, 0.4, 0.9], [0.5, 0.2, -0.3], [0.6, -0.3, 0.1], [-0.3, -0.3, 0.0], [0.1, 0.0, -0.3], [0.4, -0.8, 0.3], [0.6, 0.7, -0.2]], "lowdin_charge": [0.106, -0.282, -0.084, -0.002, -0.059, -0.050, 0.001, -0.083, -0.277, 0.085, -0.083, 0.003, -0.054, -0.055, 0.001, -0.084, 0.123, 0.109, 0.110, 0.114, 0.119, 0.108, 0.107, 0.120, 0.099, -0.282, -0.083, -0.002, -0.061, -0.060, -0.002, -0.083, -0.279, 0.102, -0.080, 0.004, -0.066, -0.052, -0.005, -0.090, 0.119, 0.106, 0.106, 0.119, 0.113, 0.076, 0.103, 0.118, 0.095, -0.277, -0.080, 0.004, -0.051, -0.053, 0.002, -0.083, -0.279, 0.107, -0.083, 0.002, -0.056, -0.057, 0.000, -0.083, 0.106, 0.107, 0.108, 0.121, 0.121, 0.107, 0.107, 0.119, -0.355, 0.510, -0.174, -0.154, -0.505, 0.765, 0.051, 0.056, 0.031, 0.052, -0.094, -0.102], "smiles": "O=C1c2ccccc2C(=O)c2ccccc21.O=C1c2ccccc2C(=O)c2ccccc21.O=C1c2ccccc2C(=O)c2ccccc21.O=P(O)(O)CP", "homo_lumo_gap_ev": 7.8}